Below is an isolated ion of composition C8H15N2 and charge +1 in a non-equilibrium geometry, with properties calculated with ωB97M-V/def2-TZVPD.

```
25
Properties=species:S:1:pos:R:3:forces:R:3
C -2.33199 0.63241 0.24091 -3.038 1.486 -2.038
N -0.92823 0.58183 0.44410 -0.939 -0.283 -0.412
C -0.04317 1.29858 -0.42495 -0.724 2.667 -1.637
C 1.30180 1.60393 0.16817 1.939 0.417 -2.497
C 1.85111 0.37305 -0.64366 -0.841 -2.102 1.791
C 2.09463 -0.83106 0.31933 1.099 0.837 0.640
C 0.76323 -1.31525 0.80107 -2.582 0.470 1.840
C -0.26360 -0.86458 -0.29310 0.267 -1.528 2.150
N -1.18771 -1.69663 -0.82404 0.423 0.387 -0.438
C 0.38118 0.04991 -1.22016 2.640 2.589 -1.313
H -2.71117 0.16236 -0.74112 0.939 0.925 1.414
H -2.72283 0.02865 1.02932 -0.792 -0.299 0.538
H -2.78444 1.70777 0.31099 0.984 -1.879 -0.093
H -0.85567 0.83727 1.39519 0.957 -0.105 1.479
H -0.42797 2.25991 -0.80992 -0.622 -0.863 -0.401
H 1.31000 1.46874 1.21124 0.476 -0.039 1.423
H 1.78759 2.60520 -0.13135 -1.106 -1.525 0.548
H 2.67186 0.37989 -1.32503 0.360 0.872 -0.553
H 2.76114 -0.58681 1.21005 -0.566 -0.270 -1.360
H 2.52196 -1.63887 -0.26488 0.418 -0.095 0.030
H 0.74862 -2.38911 0.93148 -0.092 -0.255 -0.037
H 0.36561 -0.88110 1.82713 1.217 -0.849 -1.893
H -1.81899 -2.21801 -0.24987 -0.051 -0.476 0.007
H -1.40703 -1.53386 -1.80357 -0.367 -0.245 0.560
H 0.22921 -0.10236 -2.29138 -0.002 0.162 0.250
```
Positions in Å, forces in eV/Å.

The charge is +1. The value obtained for the orbital gap is 11.6 eV. As for the spin multiplicity: 1. Its structure (SMILES) is C[N@@H+]1[C@H]2C[C@H]3CC[C@]1(N)[C@H]32.


Below is an isolated ion of composition C8H15N2 and charge +1 in a non-equilibrium geometry, with properties calculated with ωB97M-V/def2-TZVPD.

```
25
Properties=species:S:1:pos:R:3:forces:R:3
C 0.65609 -1.77294 -1.81540 -1.423 -1.031 -0.173
N 0.20642 -1.37747 -0.46391 -0.364 1.687 0.651
C -0.91566 -2.09057 0.08138 -1.827 -0.678 0.164
C -1.34390 -1.27832 1.34687 -0.343 -0.700 -2.395
N -1.02054 0.19119 0.98557 -0.949 0.429 -1.518
C -0.63934 1.10571 2.13444 -0.162 -3.328 1.093
C 0.09643 0.04839 -0.07060 -0.295 -0.812 -1.324
C 0.64140 1.14820 -0.58170 1.355 -0.591 1.687
C 1.02025 2.62981 -0.53602 -0.736 -1.847 -0.487
C 1.75302 1.61184 -1.41789 -1.143 0.994 -0.513
H -0.18786 -2.12705 -2.52321 0.960 0.949 1.240
H 1.17850 -0.95745 -2.21184 0.514 1.241 -0.896
H 1.37597 -2.59216 -1.83150 -0.100 -0.098 0.655
H -0.70659 -3.22756 0.31095 -0.295 2.369 -0.308
H -1.86946 -2.03381 -0.55507 1.418 -0.396 0.044
H -2.37803 -1.58865 1.54027 0.136 1.134 0.277
H -0.71456 -1.63302 2.08959 1.199 0.226 1.949
H -1.80817 0.71369 0.45080 1.253 -1.653 1.115
H 0.37374 0.89958 2.31325 1.541 -0.334 0.221
H -0.68903 2.12640 1.99504 -0.833 1.963 -0.915
H -1.14628 0.74315 3.03826 -0.315 0.448 -0.420
H 0.19337 3.16978 -0.92479 -0.166 0.912 -0.646
H 1.61528 3.13768 0.20111 -0.124 -0.315 0.618
H 2.76409 1.50157 -1.07132 0.260 -0.562 -0.189
H 1.54486 1.65199 -2.48426 0.441 -0.007 0.071
```
Positions in Å, forces in eV/Å.

The charge is +1. The value obtained for the orbital gap is 9.2 eV. As for the spin multiplicity: 1. Its structure (SMILES) is CN1CC[N@@H+](C)C1=C1CC1.


Below is a 2-piece molecular cluster, C8H15N2O overall in a non-equilibrium geometry, with properties calculated with ωB97M-V/def2-TZVPD.

```
26
Properties=species:S:1:pos:R:3:forces:R:3
C 0.18435 -0.09997 -0.14260 -4.059 2.863 0.262
C -2.46621 0.08858 -1.25819 -1.402 0.475 -1.107
C 2.36779 -0.09949 -0.63443 0.063 -0.688 1.493
C 2.00840 -1.46363 -0.04335 -2.102 0.888 0.646
C -2.35502 0.79722 1.26439 -0.657 2.705 -1.592
C 1.19798 2.16043 -0.89816 -0.216 -0.621 4.347
C -0.31666 -2.48208 0.28078 1.326 1.632 2.638
C -1.83134 0.77771 -0.15629 4.537 0.249 2.483
N 1.17614 0.73174 -0.41084 -0.769 -0.561 -1.083
N 0.53399 -1.30017 0.20939 -0.246 -0.313 -1.019
O -1.90872 -0.82878 -1.76902 -0.208 -1.064 -1.043
H -3.46506 0.54012 -1.66964 1.292 -0.724 0.720
H 3.16626 0.28900 -0.06803 1.216 0.743 0.335
H 2.66968 -0.31024 -1.62790 0.003 0.788 -1.339
H 2.05253 -2.19177 -0.82742 0.767 -0.973 0.269
H 2.37386 -1.64208 0.96086 0.947 -0.609 -0.380
H -3.41074 1.25376 1.03060 1.685 -0.754 1.524
H -1.67899 1.34093 1.96796 -0.846 0.727 -1.027
H -2.32423 -0.09092 1.77233 -0.978 -2.820 0.570
H 2.06038 2.50336 -0.25533 -1.131 0.632 -0.686
H 1.60055 2.07352 -1.84252 0.047 0.568 -2.525
H 0.22238 2.76694 -0.66796 2.144 -1.370 -0.824
H -0.12838 -2.96873 1.21487 1.164 -1.092 0.179
H -0.31837 -3.04266 -0.56692 0.473 -1.782 -2.295
H -1.28880 -2.27061 0.51639 -2.726 1.487 -0.138
H -1.48280 1.79313 -0.38372 -0.323 -0.385 -0.411
```
Positions in Å, forces in eV/Å.

The charge is +1. The value obtained for the orbital gap is 9.9 eV. As for the spin multiplicity: 1.


Below is an isolated ion of composition C8H15N2O and charge +1 in a non-equilibrium geometry, with properties calculated with ωB97M-V/def2-TZVPD.

```
26
Properties=species:S:1:pos:R:3:forces:R:3
C 2.72881 0.05832 -0.56777 2.494 -2.373 -1.312
N 1.59674 0.78651 -0.04997 0.222 -2.206 -0.225
C 1.79328 2.19880 -0.11573 3.132 2.033 -1.985
C 0.57890 0.08479 0.26415 -4.689 2.152 2.240
C 0.34350 -1.36454 0.39910 -0.667 -0.670 0.569
C -1.07681 -1.90427 0.34345 -2.647 1.336 1.318
C -1.95188 -1.31801 -0.79225 -0.192 -1.530 -1.324
C -2.79064 -0.15609 -0.32090 0.223 0.018 0.915
N -2.01976 0.81775 0.46968 2.252 0.817 0.143
C -0.76642 0.92767 0.71631 -0.076 -1.333 -0.959
O -0.25316 1.84613 1.57708 -1.641 0.169 0.027
H 2.85542 -1.06473 -0.27150 -0.606 2.329 0.177
H 2.72309 -0.04911 -1.71311 -0.189 0.831 1.589
H 3.60749 0.63027 -0.23070 -0.067 -0.602 -0.423
H 2.64252 2.65685 0.44026 -0.359 -1.457 0.873
H 2.32010 2.42625 -1.10348 -1.603 -0.382 0.552
H 1.01882 2.85036 0.13521 -1.609 0.343 -0.219
H 0.55592 -1.93181 1.31599 1.573 1.189 0.219
H 0.79485 -1.84304 -0.39827 1.511 -1.178 -1.525
H -1.70964 -1.63952 1.32529 1.676 -0.664 -1.792
H -0.92695 -2.99791 0.38121 -0.502 0.473 -0.480
H -1.38682 -1.05645 -1.75460 -0.400 -0.261 1.395
H -2.68223 -2.09612 -1.11553 0.536 0.380 0.081
H -3.34118 0.26910 -1.17449 0.489 0.482 0.410
H -3.60251 -0.47276 0.38466 0.727 -0.001 -0.539
H -1.05143 2.34158 1.85588 0.412 0.104 0.272
```
Positions in Å, forces in eV/Å.

The charge is +1. The value obtained for the orbital gap is 9.1 eV. As for the spin multiplicity: 1. Its structure (SMILES) is C[N+](C)=C1CCCCN=C1O.


Below is an isolated ion of composition C8H15N2O and charge +1 in a non-equilibrium geometry, with properties calculated with ωB97M-V/def2-TZVPD.

```
26
Properties=species:S:1:pos:R:3:forces:R:3
C -2.51506 -2.11688 -0.18916 0.587 2.092 1.901
C -1.51229 -0.94512 0.14987 -3.654 -2.770 0.094
C -2.01730 0.30168 0.15333 -0.437 0.894 2.043
O -3.04295 0.93018 0.03852 1.233 -0.837 -0.595
N -0.71715 1.27742 0.48862 1.941 -1.147 -0.918
C -0.99189 2.69053 0.38853 -0.652 1.127 -1.525
C 0.30650 0.77578 -0.16250 0.566 0.564 1.010
C 1.25098 1.56153 -0.98767 -0.018 0.795 1.718
C 0.78234 -0.73554 -0.06503 -2.220 1.921 -0.753
C 2.19346 -1.00246 0.21508 1.397 1.186 4.762
N -0.25994 -1.42622 0.80335 0.188 -0.633 -3.874
H -2.04857 -2.62488 -0.98199 0.266 -1.526 -0.843
H -3.49824 -1.76545 -0.53266 0.534 0.216 0.135
H -2.68701 -2.65211 0.76046 0.037 -0.468 -0.708
H -0.16340 3.32483 0.75935 -0.592 -0.541 0.066
H -1.11004 2.86412 -0.70612 0.044 0.465 0.682
H -1.99014 2.95146 0.79733 0.876 -0.427 0.176
H 1.57289 1.04434 -1.84101 -0.196 -0.805 -1.680
H 2.14868 1.34341 -0.38578 0.327 1.424 0.052
H 0.97843 2.62402 -1.20862 0.596 -1.127 0.475
H 0.55179 -0.95698 -1.08298 -0.483 -1.198 -0.737
H 2.40754 -2.02756 0.49029 -0.364 -0.445 -0.124
H 2.39648 -0.41260 1.23604 0.129 -1.178 -1.998
H 2.98018 -0.74069 -0.45744 -0.065 0.516 -0.864
H -0.27045 -2.45713 0.55317 0.214 1.291 0.514
H -0.06759 -1.37409 1.78631 -0.253 0.611 0.990
```
Positions in Å, forces in eV/Å.

The charge is +1. The value obtained for the orbital gap is 7.8 eV. As for the spin multiplicity: 1. Its structure (SMILES) is CC1=C([O-])[N+](C)=C(C)[C@@H](C)[NH2+]1.


Below is a 2-piece molecular cluster, C8H15N2O overall in a non-equilibrium geometry, with properties calculated with ωB97M-V/def2-TZVPD.

```
26
Properties=species:S:1:pos:R:3:forces:R:3
C -0.13281 0.02429 0.33568 -3.812 0.765 1.348
C 1.08114 -1.64748 -1.17756 1.170 1.565 -3.782
C -2.03005 -0.05240 1.64401 2.699 4.255 1.476
C -2.05602 1.21731 0.70438 0.621 -0.036 1.859
C 2.55862 0.31482 -1.70597 0.142 3.166 -2.240
C -0.03041 -1.52064 2.23332 -1.345 -2.088 0.181
C -0.76135 1.82335 -1.42859 -1.088 0.290 2.883
C 2.01907 -0.60120 -0.83121 -0.056 -3.966 3.068
N -0.68498 -0.55208 1.38801 1.376 0.203 -0.083
N -0.96947 0.89686 -0.23758 0.798 1.349 -0.779
O 0.53206 -2.44908 -0.47501 -0.547 -0.901 1.055
H 0.98300 -1.66904 -2.35577 -0.357 -0.102 1.612
H -2.11300 0.16161 2.73814 -0.095 -0.010 -0.980
H -2.72739 -0.69141 1.34965 -2.969 -3.111 -1.155
H -2.97035 1.29576 0.18415 -1.019 -0.054 -0.727
H -1.91499 2.20439 1.23290 0.266 -1.029 -0.456
H 3.55233 0.00746 -1.71318 2.380 -0.094 -0.676
H 2.62874 1.38399 -1.39347 -0.275 -0.589 0.196
H 2.17083 0.31566 -2.72286 -0.178 -0.149 -0.051
H 0.85644 -1.77219 1.71617 0.848 -0.684 -0.149
H 0.18009 -1.28354 3.25167 0.167 1.360 0.601
H -0.67886 -2.44445 2.40313 0.710 1.018 -0.962
H -0.37488 2.83564 -1.11146 -0.560 -1.210 -0.463
H -1.64880 1.81284 -2.04446 -0.679 0.568 0.457
H -0.14875 1.27867 -2.01534 2.838 -1.174 -1.967
H 2.67981 -0.88914 0.03125 -1.034 0.655 -0.266
```
Positions in Å, forces in eV/Å.

The charge is +1. The value obtained for the orbital gap (spin up / spin down) is 8.7 / 6.4 eV. As for the spin multiplicity: 3.


Below is a 2-piece molecular cluster, C8H15N3 overall in a non-equilibrium geometry, with properties calculated with ωB97M-V/def2-TZVPD.

```
26
Properties=species:S:1:pos:R:3:forces:R:3
C 0.99925 0.38481 -1.52493 0.427 -0.657 1.234
C 2.36109 1.59982 0.88146 -2.557 0.763 -3.251
C -1.74801 2.00159 0.80662 0.276 -1.063 0.477
C 1.87607 -1.73137 -0.35117 0.760 2.038 0.927
C -1.55366 -1.93091 -1.19109 -2.582 2.953 -3.038
C -0.74733 0.80683 1.26282 0.568 3.177 0.944
C -0.64838 -0.44462 0.54263 0.767 -1.056 -1.771
C 1.46023 -0.27858 -0.38285 -0.057 -0.358 2.684
N 0.38142 0.96519 -2.28942 -0.972 1.011 -1.744
N 2.15963 0.36976 0.58920 1.772 1.028 1.927
N -1.42052 -0.62990 -0.54116 0.193 -2.061 1.335
H 2.98207 1.99629 1.65708 0.290 -0.444 0.608
H 1.83485 2.38687 0.20779 1.013 -0.702 0.955
H -1.47979 2.07352 -0.22877 -0.324 0.799 -0.775
H -2.87113 1.75386 0.88943 1.873 0.180 0.015
H -1.53537 2.99780 1.32351 -0.149 -1.626 -0.589
H 1.06314 -2.32649 -0.31351 -2.785 -2.307 -0.037
H 2.32138 -1.84615 -1.26425 1.812 -1.286 -2.189
H 2.49196 -1.98102 0.52820 -0.025 0.513 -0.680
H -0.98720 -1.78396 -2.16293 -0.757 -0.950 0.860
H -1.31669 -2.81725 -0.70624 0.794 -1.154 1.356
H -2.70576 -1.91033 -1.38085 2.001 -0.812 -0.284
H -1.07314 0.50053 2.18942 -0.932 -0.661 2.549
H 0.27906 1.24495 1.59607 -1.414 -0.601 -1.083
H -0.41234 -1.44460 1.08012 -0.247 2.034 -0.804
H -1.71082 0.04334 -1.21718 0.255 1.246 0.376
```
Positions in Å, forces in eV/Å.

The charge is 0. The value obtained for the orbital gap is 8.0 eV. As for the spin multiplicity: 1.


Below is one molecule with the formula C8H15N3O in a non-equilibrium geometry, with properties calculated with ωB97M-V/def2-TZVPD.

```
27
Properties=species:S:1:pos:R:3:forces:R:3
C 5.94762 0.43740 0.25061 -0.119 -0.095 0.184
C 4.92234 -0.25116 -0.21710 0.008 0.002 -0.401
O 3.98970 -0.81555 0.61063 -0.506 -0.013 0.195
N 2.88101 -1.32900 -0.11275 0.669 -0.368 -0.533
C 1.74434 -0.51256 -0.11782 -3.804 -0.272 -0.352
C 1.94152 0.96373 -0.27807 0.043 -0.102 0.267
N 0.60732 -1.15421 -0.17406 1.750 -0.793 -0.427
N -0.67823 -1.12210 0.02144 -1.000 0.577 1.120
C -1.82676 -1.51533 -0.45354 2.997 0.875 -0.003
C -3.01056 -1.47819 0.44962 -0.350 0.123 -0.140
C -3.96756 -0.33519 0.08417 0.103 0.044 0.134
C -3.32470 1.03069 0.28658 -0.174 -0.138 -0.111
H 6.67366 0.85648 -0.41996 0.073 0.014 -0.202
H 6.09003 0.58263 1.30624 0.008 0.040 0.247
H 4.74476 -0.41267 -1.27437 -0.066 -0.083 0.059
H 2.67180 -2.26558 0.22060 0.144 0.203 0.111
H 0.98750 1.47512 -0.19180 -0.060 -0.021 -0.011
H 2.38256 1.18843 -1.24954 0.035 0.014 -0.022
H 2.61602 1.33175 0.49496 0.027 0.080 -0.043
H -1.97948 -1.77765 -1.49956 0.122 -0.193 -0.155
H -3.54801 -2.42690 0.36132 0.031 -0.039 0.062
H -2.67271 -1.36104 1.47858 0.053 -0.052 0.014
H -4.27265 -0.44174 -0.95972 -0.105 -0.033 -0.002
H -4.86458 -0.41145 0.70391 -0.030 -0.045 -0.094
H -2.43978 1.12740 -0.33722 0.106 0.092 -0.017
H -3.02548 1.16194 1.32350 0.068 0.059 0.122
H -4.02084 1.82346 0.02331 -0.024 0.124 -0.001
```
Positions in Å, forces in eV/Å.

The charge is 0. The value obtained for the orbital gap is 8.7 eV. As for the spin multiplicity: 1. Its structure (SMILES) is C=CON/C(C)=N/N=C/CCC.


One value per record, in order, for ΔE to the lowest compared entry with this formula, charge and spin: 2.009 3.457 4.926 3.487 4.498 1.737 5.112 4.210 eV.